Entry 1:
The following is a quantum chemistry calculation of C10H17NSi in the gas phase in a non-equilibrium geometry, from OMol25.

Calculated values
Energy above the lowest of the compared OMol25 structures with the same formula, charge and spin, kcal/mol: 18.6
SMILES: CCC[Si@](C)(N)c1ccccc1
Largest force on an atom, eV/Å: 6.0
Multiplicity: 1
Net charge: 0
Kohn-Sham gap, eV: 9.570

```
29
Properties=species:S:1:pos:R:3:forces:R:3:nbo_charge:R:1
C -2.884969 -2.462929 -0.146739 1.0 0.3 -0.7 -0.6044
C -1.958725 -1.359956 0.431904 0.3 -0.9 -0.6 -0.4244
C -1.791006 -0.259349 -0.599840 2.3 2.4 1.4 -0.8126
Si -0.461081 1.153988 -0.175807 -1.4 -0.1 1.2 1.6865
C -1.042397 2.336242 1.574943 5.0 -2.3 -2.5 -0.9519
N -0.487672 2.130584 -1.603334 0.4 0.6 -0.7 -1.3358
C 1.177511 0.220546 -0.147705 -0.9 1.7 2.9 -0.4764
C 1.911152 -0.099271 -1.254487 0.6 -0.5 0.8 -0.2128
C 3.195280 -0.630858 -1.128305 0.7 0.4 0.3 -0.2101
C 3.757353 -0.783395 0.177102 -1.9 1.2 -0.4 -0.2063
C 3.020301 -0.343720 1.305859 0.8 -0.5 -0.7 -0.2072
C 1.753903 0.146764 1.141682 0.7 -0.5 -0.9 -0.2137
H -3.270407 -2.125855 -1.115513 0.0 -0.2 0.1 0.2021
H -2.360325 -3.398324 -0.298898 0.0 -0.3 0.0 0.2082
H -3.713456 -2.598171 0.510263 -0.7 -0.4 0.4 0.1999
H -2.466934 -1.198307 1.423405 1.2 1.1 -0.9 0.2160
H -0.886916 -1.634129 0.543401 -0.9 -0.8 0.7 0.2082
H -2.630030 0.338820 -0.714209 -2.1 0.8 -0.7 0.2079
H -1.331304 -0.469974 -1.579411 -0.5 -0.9 0.3 0.2207
H -2.001355 2.159655 1.734848 -4.3 -1.6 1.2 0.2051
H -0.385157 2.293235 2.441921 -0.2 -0.3 0.0 0.2168
H -1.065802 3.304780 1.240507 0.5 2.6 -1.1 0.2140
H -1.120693 1.827661 -2.344352 0.4 0.4 0.3 0.3961
H 0.270040 2.755544 -1.950717 -1.1 -0.9 0.6 0.4066
H 1.462373 0.169705 -2.173321 0.0 -0.1 -1.2 0.2132
H 3.730142 -0.709987 -2.102126 0.1 -0.5 1.2 0.2192
H 4.749024 -1.028448 0.409677 1.4 -0.7 -0.5 0.2119
H 3.425493 -0.266408 2.329275 0.2 -0.4 -0.8 0.2102
H 1.405665 0.531543 2.069963 -1.4 0.4 0.2 0.2131
```
Forces are in eV/Å.

=====

Entry 2:
The following is a quantum chemistry calculation of 5 unconnected molecules or ions with the total composition C20H55N5O5 in a non-equilibrium geometry, from OMol25.

Calculated values
Energy above the lowest of the compared OMol25 structures with the same formula, charge and spin, kcal/mol: 93.0
SMILES: COC[C@H](C)N.COC[C@H](C)N.COC[C@H](C)N.COC[C@H](C)N.COC[C@H](C)N
Largest force on an atom, eV/Å: 3.8
Multiplicity: 1
Net charge: 0
Kohn-Sham gap, eV: 9.626

```
85
Properties=species:S:1:pos:R:3:forces:R:3:mulliken_charge:R:1
C 13.752620 -7.531710 -11.909080 1.1 -0.6 0.0 -0.6714
O 12.575010 -7.675840 -11.234130 -3.1 -1.9 1.1 -0.3433
C 12.122470 -9.092330 -11.251860 0.1 0.7 0.0 -0.8430
C 10.881980 -9.431670 -10.386460 0.5 1.2 -2.1 0.4273
C 10.766590 -10.923020 -10.256400 0.2 -1.5 0.0 -1.3935
N 9.667110 -8.869920 -11.119540 0.7 -0.4 1.5 -0.7050
H 14.468270 -8.142830 -11.359110 0.8 -0.2 -0.4 0.2914
H 14.119260 -6.506390 -11.860140 -0.4 0.1 -0.2 0.2532
H 13.623590 -7.892050 -12.929670 0.5 0.2 -0.3 0.2780
H 11.858860 -9.451360 -12.246700 0.1 0.5 -0.6 0.3274
H 12.941610 -9.749230 -10.959300 0.4 0.2 0.4 0.4485
H 11.124080 -8.941780 -9.443320 -1.0 0.1 0.2 0.2939
H 11.581810 -11.440020 -9.750210 0.0 0.5 0.8 0.3950
H 10.824000 -11.499490 -11.179710 -0.2 0.6 -0.8 0.3576
H 9.809470 -11.236470 -9.839560 0.1 0.2 0.4 0.3540
H 8.871170 -9.225230 -10.609310 -0.4 0.4 0.6 0.2528
H 9.523060 -9.397310 -11.968780 0.7 -0.1 -0.6 0.2771
C 17.905750 0.297130 -21.017620 0.0 -0.6 1.2 -0.8400
O 19.330080 0.338650 -20.681380 -1.8 -1.4 -1.2 -0.3516
C 19.769320 1.616940 -20.907140 2.2 1.2 -0.2 -0.7077
C 21.285420 1.862400 -20.541230 -1.7 -2.0 1.3 0.5285
C 22.353910 1.061500 -21.276770 -0.1 0.6 -0.8 -1.3846
N 21.384800 1.590960 -19.095260 0.4 0.9 0.5 -0.7961
H 17.644580 -0.586560 -21.599850 0.4 0.1 -0.1 0.2707
H 17.438700 1.181010 -21.452060 0.9 0.3 -0.7 0.3783
H 17.321300 0.255460 -20.098500 0.2 -0.4 0.4 0.3083
H 19.709160 1.925570 -21.950800 -0.8 0.1 -0.3 0.3190
H 19.160500 2.196160 -20.212910 0.2 1.2 -0.4 0.3993
H 21.436250 2.909020 -20.805690 0.2 0.2 0.6 0.2932
H 23.332880 1.211810 -20.821680 -0.1 0.2 0.2 0.3913
H 22.393070 1.535040 -22.257750 0.3 -0.4 -0.4 0.3512
H 22.238830 -0.014260 -21.409440 -0.5 0.1 0.2 0.2847
H 20.593440 2.019790 -18.637060 0.0 0.6 0.2 0.2677
H 21.213370 0.628430 -18.841800 0.3 -0.5 -0.7 0.2877
C 20.950450 -5.416970 -28.444920 0.1 -0.8 -1.2 -0.7178
O 22.305060 -5.355870 -28.812290 0.8 0.7 -0.6 -0.3406
C 23.033250 -4.514240 -27.920210 0.2 -1.1 1.4 -0.7489
C 24.442950 -4.203350 -28.402170 0.1 -0.5 1.1 0.5925
C 25.349460 -3.338570 -27.517590 0.3 0.5 0.4 -1.4070
N 24.330020 -3.570340 -29.651540 0.1 0.6 -2.5 -0.6953
H 20.528610 -4.419580 -28.568880 -0.5 -0.1 0.5 0.3265
H 20.767940 -5.939770 -27.506060 0.2 0.6 0.6 0.2875
H 20.512700 -6.110500 -29.162910 -0.3 0.3 -0.3 0.2516
H 22.511560 -3.575970 -27.731570 -0.3 0.1 0.1 0.3274
H 23.050780 -5.168680 -27.048720 0.3 0.7 0.9 0.3557
H 24.950900 -5.163770 -28.489700 0.1 -0.2 -0.4 0.1906
H 25.559510 -3.627530 -26.487800 -0.8 -0.3 0.1 0.3664
H 25.021470 -2.299230 -27.534630 -0.4 0.1 0.3 0.3186
H 26.374750 -3.256320 -27.878300 -0.1 -0.4 -0.8 0.3586
H 24.138440 -2.578820 -29.634830 0.3 0.2 0.6 0.2499
H 23.541390 -3.939590 -30.163230 0.1 -0.4 -0.2 0.2842
C 20.873740 -19.368870 -16.807540 -0.8 2.5 0.1 -0.6865
O 20.430550 -18.349440 -15.857500 0.4 -1.4 0.8 -0.2987
C 19.860570 -17.119280 -16.257430 1.4 0.2 1.2 -0.8527
C 19.409290 -16.335850 -14.924940 -0.6 0.5 -2.4 0.6329
C 18.670290 -15.064340 -15.380600 -1.8 -0.1 -0.3 -1.4042
N 20.488010 -15.783460 -14.145020 1.2 -0.8 0.1 -0.7695
H 21.377070 -20.161850 -16.254420 -0.3 0.1 -0.1 0.2216
H 21.549390 -18.881170 -17.510210 0.4 -0.2 -0.1 0.2958
H 20.008710 -19.663690 -17.401600 0.0 -0.6 0.1 0.2767
H 20.653770 -16.509100 -16.689410 0.2 0.3 -0.2 0.3539
H 19.136900 -17.275790 -17.057370 -0.8 0.2 0.4 0.3827
H 18.788210 -17.015100 -14.341000 -0.3 -0.1 -0.1 0.3133
H 18.193180 -15.171630 -16.354750 0.2 -0.1 -0.3 0.3133
H 19.237650 -14.133650 -15.382900 0.5 -0.5 -0.1 0.4058
H 17.799020 -14.833600 -14.767620 0.0 -0.2 0.5 0.3664
H 20.080760 -15.386750 -13.310230 0.1 0.2 0.1 0.2309
H 21.108130 -16.519490 -13.838740 0.2 -0.2 0.2 0.2182
C 17.548000 -11.262680 -21.707420 1.4 0.9 -2.0 -0.8780
O 17.841960 -9.896730 -21.301080 -0.8 -1.2 0.2 -0.3029
C 19.236760 -9.548050 -21.229330 -1.8 0.5 -0.3 -0.7550
C 19.269220 -7.987610 -20.982700 -0.8 -1.1 0.8 0.3474
C 18.517570 -7.703670 -19.681910 1.1 -0.1 0.7 -1.2890
N 18.580940 -7.133660 -21.930150 0.0 -0.6 -2.1 -0.7460
H 17.660390 -11.267140 -22.791600 0.0 0.1 -0.5 0.3264
H 16.532000 -11.649900 -21.630640 0.0 0.6 1.2 0.2831
H 18.324080 -11.987800 -21.462490 -0.2 0.0 1.0 0.3294
H 19.630900 -10.098390 -20.375000 0.5 0.3 0.2 0.3685
H 19.763550 -9.896300 -22.117770 0.0 0.3 -0.3 0.4423
H 20.342810 -7.799360 -20.976030 0.0 0.6 0.3 0.3050
H 17.475770 -8.016680 -19.751040 0.1 -0.1 -0.1 0.3099
H 18.549070 -6.620650 -19.562820 -0.1 0.0 0.5 0.3868
H 18.976020 -8.193200 -18.822680 -0.1 0.1 0.3 0.3405
H 18.580260 -6.144760 -21.724790 0.6 -0.1 0.4 0.2598
H 17.598150 -7.366080 -21.944380 -0.1 -0.4 -0.1 0.2723
```
Forces are in eV/Å.